No. 1
Entry from OMol25: C8H6CdO6 as an isolated structure (the ωB97M-V functional and the def2-TZVPD basis).

Values from the calculation:
* highest occupied orbital energy: -18.160 eV
* Kohn-Sham gap: 10.4 eV
* net charge: +2
* total energy: -25224.2664 eV

Each line ends with the Mulliken charge.
Element x y z (Å)
Cd  0.000  -0.035  -1.618  1.809
O  0.000  0.001  -5.158  -0.048
O  3.596  -0.001  -1.592  -0.058
O  0.000  0.006  0.557  -0.874
O  0.003  3.608  -1.588  -0.042
O  -0.003  -3.597  -1.589  -0.037
O  -3.597  0.002  -1.592  -0.060
C  0.000  0.000  -4.013  0.191
C  -1.094  0.703  2.536  -0.965
C  0.002  2.481  -1.598  0.122
C  0.000  0.000  1.809  0.554
C  -0.002  -2.466  -1.599  0.134
C  1.094  -0.703  2.536  -0.965
C  2.455  0.000  -1.598  0.138
C  -2.455  0.001  -1.598  0.142
H  2.056  -0.287  2.208  0.316
H  1.038  -0.665  3.632  0.356
H  -1.115  1.751  2.211  0.309
H  1.115  -1.752  2.211  0.307
H  -2.056  0.287  2.208  0.314
H  -1.038  0.665  3.633  0.356

---

No. 2
Entry from OMol25: a 2-piece molecular cluster, C5H13NO overall (the ωB97M-V functional and the def2-TZVPD basis).

Values from the calculation:
* spin multiplicity: 2
* highest occupied orbital energy (spin up / spin down): -14.514 / -15.412 eV
* Kohn-Sham gap (spin up / spin down): 10.2 / 8.2 eV
* energy above the lowest of the compared OMol25 structures with the same formula, charge and spin: 30.4 kcal/mol
* ⟨S²⟩: 0.766
* net charge: +1
* total energy: -8924.4335 eV

Each line ends with the Mulliken spin population.
Element x y z (Å)
O  0.890  -1.086  2.125  0.015
N  -0.698  0.084  -0.973  0.362
C  -0.086  0.992  -0.200  0.122
C  0.032  -1.114  -1.435  -0.009
C  -0.562  -1.688  -2.740  0.011
C  -0.444  1.433  1.066  0.415
C  0.614  1.942  1.940  -0.002
H  -1.665  -0.182  -0.797  -0.023
H  1.630  1.766  1.587  -0.001
H  -1.516  1.529  1.220  0.012
H  -1.403  -2.352  -2.489  0.000
H  0.187  -0.598  1.682  -0.012
H  0.106  -1.919  -0.669  0.018
H  0.623  1.500  2.954  0.030
H  1.136  -1.714  1.432  -0.003
H  0.898  1.311  -0.557  0.010
H  0.154  -2.296  -3.279  0.000
H  0.548  3.019  2.161  0.055
H  1.032  -0.793  -1.713  0.005
H  -0.954  -0.860  -3.348  -0.004

---

No. 3
Entry from OMol25: C22H39AlN2O3PSSe2 as an isolated structure (the ωB97M-V functional and the def2-TZVPD basis).

Values from the calculation:
* highest occupied orbital energy: -10.825 eV
* Kohn-Sham gap: 7.7 eV
* net charge: +1
* total energy: -189980.8349 eV

Each line ends with the Mulliken charge.
Element x y z (Å)
Se  -1.094  -2.007  1.325  -0.134
Se  2.333  -1.564  2.930  -0.135
S  0.072  0.619  -0.410  0.114
P  2.358  1.515  1.528  0.291
Al  0.759  -0.622  1.500  0.096
O  -2.075  -2.913  4.300  -0.488
O  -4.775  0.083  -1.134  -0.519
O  0.409  -5.176  5.519  -0.532
N  -1.059  -0.569  -2.474  0.193
N  -2.528  0.310  -0.894  0.313
C  -2.645  2.216  -3.071  -0.083
C  0.126  -3.571  3.636  2.178
C  -0.697  -2.662  4.546  -0.988
C  3.570  1.427  2.912  -0.523
C  -1.994  -1.263  -3.378  -0.933
C  1.858  3.285  1.600  -0.662
C  -1.956  -0.706  -4.797  0.275
C  4.362  2.692  3.252  -1.438
C  -1.286  0.053  -1.344  -0.680
C  -0.356  -3.631  2.177  -1.560
C  -0.609  -0.933  -5.484  -1.432
C  -3.624  2.799  -5.186  -0.416
C  -4.677  1.138  -3.804  -0.472
C  4.694  2.075  -0.059  -1.445
C  -3.760  0.501  -1.612  -0.235
C  -3.665  1.291  -2.861  0.621
C  1.609  -3.224  3.732  -1.682
C  3.357  1.335  -0.007  -0.262
C  -0.035  -5.014  4.181  -1.318
C  0.878  3.831  0.563  -1.318
C  -4.648  1.881  -4.972  -0.600
C  -2.629  2.973  -4.232  -0.762
H  0.193  -0.354  -5.015  0.338
H  2.205  -4.021  3.288  0.564
H  0.475  -5.711  3.508  0.443
H  0.463  -3.951  1.538  0.552
H  -1.843  3.700  -4.392  0.427
H  -1.691  -2.311  -3.388  0.605
H  -3.607  3.387  -6.095  0.416
H  -2.630  0.339  0.112  0.270
H  2.715  1.651  -0.830  0.422
H  -0.080  -0.665  -2.699  0.302
H  4.571  3.147  0.106  0.309
H  3.724  3.463  3.685  0.351
H  -1.876  2.369  -2.320  0.567
H  -0.103  3.366  0.649  0.276
H  5.141  1.946  -1.045  0.421
H  -0.328  -1.990  -5.466  0.357
H  -2.188  0.361  -4.774  -0.203
H  3.513  0.261  -0.129  0.432
H  0.757  4.905  0.719  0.443
H  -1.166  -4.351  2.081  0.535
H  -5.430  1.757  -5.711  0.421
H  -1.098  -5.246  4.176  0.476
H  5.400  1.686  0.675  0.327
H  1.356  -5.333  5.535  0.353
H  -2.603  -2.526  5.003  0.321
H  -2.748  -1.199  -5.364  0.405
H  1.886  -3.124  4.779  0.518
H  1.450  3.424  2.603  0.489
H  -0.657  -0.621  -6.527  0.401
H  5.118  2.438  3.997  0.369
H  2.790  3.849  1.552  0.456
H  -5.476  0.432  -3.611  0.472
H  -0.445  -2.913  5.579  0.530
H  4.880  3.117  2.394  0.304
H  3.009  1.103  3.786  0.449
H  -2.996  -1.218  -2.963  0.379
H  1.239  3.678  -0.456  0.271
H  -0.432  -1.616  4.374  0.267
H  4.240  0.603  2.664  0.497

---

No. 4
Entry from OMol25: C31H55BrCuNP3 as an isolated structure (the ωB97M-V functional and the def2-TZVPD basis).

Values from the calculation:
* spin multiplicity: 2
* highest occupied orbital energy (spin up / spin down): -13.442 / -13.441 eV
* Kohn-Sham gap (spin up / spin down): 6.6 / 4.7 eV
* energy above the lowest of the compared OMol25 structures with the same formula, charge and spin: 0.0 kcal/mol
* ⟨S²⟩: 0.752
* net charge: +2
* total energy: -177061.9986 eV

Each line ends with the Mulliken spin population.
Element x y z (Å)
Br  3.996  5.357  -2.878  0.000
Cu  -0.821  0.141  -1.794  -0.006
P  -1.382  -1.950  -1.729  -0.002
P  2.801  -0.409  -1.146  0.554
P  -0.989  0.577  1.710  0.004
N  -5.618  2.759  -4.194  0.000
C  1.528  4.329  -2.028  -0.006
C  -3.068  -2.349  -2.332  0.000
C  2.939  1.373  -0.760  0.107
C  -3.743  1.034  2.105  0.000
C  -1.339  -2.755  -0.093  0.004
C  2.159  -0.609  -2.836  0.131
C  -3.563  1.518  -4.236  0.000
C  -2.365  1.633  2.363  0.001
C  0.459  3.429  -2.045  0.004
C  -1.572  -4.263  -0.093  0.001
C  -4.199  -2.231  -1.311  0.000
C  2.679  -1.702  1.325  0.037
C  -1.311  -0.422  4.434  0.000
C  -4.738  1.990  -4.839  0.000
C  0.601  2.296  3.430  0.001
C  -4.254  2.653  -2.227  0.000
C  -0.393  -2.991  -2.884  -0.002
C  2.573  4.211  -2.961  0.006
C  -3.274  1.886  -2.906  0.000
C  4.409  1.817  -0.779  0.031
C  -1.936  1.667  -2.297  0.006
C  -0.755  1.503  -3.120  -0.002
C  3.191  -1.330  -3.721  0.049
C  -0.779  -0.715  3.033  0.000
C  1.373  2.420  -4.064  -0.001
C  -0.354  -2.433  -4.315  0.002
C  0.471  1.671  2.044  0.001
C  0.358  2.465  -3.071  -0.004
C  1.817  -1.230  0.143  0.111
C  2.472  3.261  -3.997  -0.002
C  -5.390  3.073  -2.920  0.000
H  -1.894  2.176  -1.324  0.001
H  -4.027  -2.864  -0.435  0.000
H  1.366  1.068  1.826  -0.002
H  3.387  -2.346  -3.339  -0.001
H  -1.075  -1.277  5.081  0.000
H  4.141  -0.777  -3.734  -0.002
H  -0.948  -4.791  -0.818  0.000
H  3.118  -0.854  1.870  0.001
H  0.458  -2.906  -4.881  0.000
H  2.081  -2.301  2.023  0.003
H  4.793  1.866  -1.805  0.002
H  -3.015  -3.371  -2.739  0.000
H  -0.875  1.061  -4.100  0.004
H  -0.837  -3.993  -2.879  0.000
H  -3.243  -1.668  -3.172  0.000
H  0.297  -0.952  3.080  -0.001
H  -2.074  -2.232  0.537  0.000
H  -0.320  3.515  -1.283  0.001
H  1.276  1.720  -4.910  -0.001
H  2.822  -1.410  -4.753  -0.001
H  1.567  5.106  -1.265  0.000
H  -4.357  -1.202  -0.953  0.000
H  3.274  3.198  -4.728  0.000
H  -0.304  2.830  3.743  0.000
H  -1.280  -1.610  2.628  0.001
H  2.351  1.926  -1.499  -0.004
H  -2.624  -4.504  -0.300  0.000
H  -1.302  -2.626  -4.826  0.000
H  -3.931  0.914  1.031  0.000
H  -0.179  -1.350  -4.354  0.000
H  0.861  1.555  4.194  0.000
H  -0.355  -2.543  0.354  0.004
H  -1.325  -4.669  0.891  0.000
H  2.491  1.584  0.223  0.005
H  1.907  0.367  -3.265  -0.017
H  4.509  2.812  -0.332  0.002
H  -4.512  1.705  2.505  0.000
H  1.352  -2.111  -0.326  -0.006
H  -2.399  -0.298  4.442  0.000
H  -3.870  0.059  2.592  0.000
H  1.010  -0.547  0.465  0.001
H  1.418  3.027  3.404  0.000
H  -4.969  1.738  -5.879  0.000
H  -4.084  2.956  -1.197  0.000
H  -2.209  1.812  3.434  0.000
H  1.209  -1.167  -2.780  0.006
H  -0.845  0.461  4.886  0.000
H  0.624  -3.070  -2.474  0.001
H  -5.129  -2.548  -1.792  0.000
H  3.496  -2.338  0.960  -0.014
H  -2.888  0.909  -4.823  0.000
H  5.031  1.113  -0.210  -0.007
H  -2.268  2.598  1.843  0.000
H  -6.128  3.696  -2.399  0.000
H  0.417  2.458  1.272  0.000

---

No. 5
Entry from OMol25: C9H10FeN2O4S5 as an isolated structure (the ωB97M-V functional and the def2-TZVPD basis).

Values from the calculation:
* spin multiplicity: 5
* highest occupied orbital energy (spin up / spin down): 0.730 / -1.576 eV
* Kohn-Sham gap (spin up / spin down): 4.1 / 5.9 eV
* energy above the lowest of the compared OMol25 structures with the same formula, charge and spin: 6.5 kcal/mol
* ⟨S²⟩: 6.084
* net charge: -2
* total energy: -109227.9141 eV

Each line ends with the Mulliken spin population.
Element x y z (Å)
Fe  0.812  -0.272  -0.289  2.099
S  3.108  -0.268  -0.633  0.212
S  0.608  1.180  -2.018  0.226
S  2.555  2.614  -3.777  0.124
S  5.380  3.245  -4.768  0.324
S  4.875  1.305  -2.459  0.137
O  1.070  -0.990  1.532  -0.018
O  -1.495  1.671  1.330  0.006
O  -0.185  -2.487  -1.288  0.012
O  1.079  1.181  2.095  0.019
N  -0.722  -1.418  -0.837  0.012
N  -1.283  0.448  0.728  0.001
C  -1.971  -1.366  -0.485  -0.013
C  -2.887  -2.526  -0.678  0.000
C  1.173  -0.030  2.366  -0.026
C  3.298  0.857  -1.881  0.169
C  -3.716  0.362  0.335  -0.001
C  2.195  1.482  -2.504  0.148
C  1.487  -0.435  3.799  -0.005
C  4.323  2.410  -3.740  0.570
C  -2.304  -0.127  0.225  0.004
H  -2.770  -2.932  -1.686  -0.001
H  2.566  -0.343  3.949  0.000
H  1.200  -1.468  3.991  0.000
H  -2.636  -3.344  0.007  -0.001
H  0.994  0.240  4.497  0.000
H  -4.157  0.482  -0.658  0.001
H  -3.756  1.312  0.861  0.000
H  -0.584  1.835  1.637  0.001
H  -3.932  -2.251  -0.523  0.000
H  -4.325  -0.368  0.873  0.000

---

No. 6
Entry from OMol25: a 3-piece molecular cluster, CH8N2O3 overall (the ωB97M-V functional and the def2-TZVPD basis).

Values from the calculation:
* highest occupied orbital energy: -10.410 eV
* Kohn-Sham gap: 10.8 eV
* energy above the lowest of the compared OMol25 structures with the same formula, charge and spin: 19.9 kcal/mol
* SMILES: NC(N)=O.O.O
* total energy: -10290.1460 eV

Each line ends with the Mulliken charge.
Element x y z (Å)
O  2.043  -3.607  0.634  -0.631
O  -0.614  -0.122  -2.584  -0.645
O  -1.505  1.075  -0.197  -0.654
N  0.274  0.036  0.797  -0.333
N  -0.176  2.263  1.198  -0.417
C  -0.558  1.114  0.572  0.673
H  1.825  -3.852  -0.275  0.328
H  2.329  -2.696  0.471  0.299
H  -0.816  -0.244  -1.645  0.315
H  -0.690  3.123  1.148  0.217
H  -1.157  0.655  -2.768  0.318
H  0.778  -0.037  1.657  0.184
H  0.443  -0.535  -0.012  0.168
H  0.755  2.333  1.559  0.178

---

No. 7
Entry from OMol25: an isolated molecule of C23H34FN3O4S (the ωB97M-V functional and the def2-TZVPD basis).

Values from the calculation:
* highest occupied orbital energy: -9.196 eV
* Kohn-Sham gap: 9.8 eV
* energy above the lowest of the compared OMol25 structures with the same formula, charge and spin: 0.5 kcal/mol
* SMILES: CC(C)[C@H](NC(=O)C1CCN(S(=O)(=O)c2ccc(F)cc2)CC1)C(=O)N1CCCCCC1
* total energy: -50617.3309 eV

Each line ends with the Mulliken charge.
Element x y z (Å)
S  3.023  1.101  -0.552  1.322
F  2.308  5.247  3.526  -0.326
O  2.180  1.343  -1.683  -0.692
O  -0.551  -3.330  0.681  -0.686
O  4.432  0.943  -0.789  -0.732
O  -1.139  1.552  0.057  -0.838
N  -1.246  0.009  -1.571  1.405
N  2.418  -0.291  0.204  0.296
N  -0.158  -1.152  1.105  0.586
C  1.341  3.760  1.982  -0.911
C  2.784  2.365  0.692  -0.564
C  -0.968  1.046  -2.555  -0.637
C  1.506  2.781  1.016  -0.043
C  1.699  -2.728  1.229  0.197
C  -1.734  0.883  -3.866  -0.785
C  -2.200  -0.099  2.025  0.556
C  3.903  2.911  1.296  -0.097
C  2.465  4.297  2.587  0.367
C  3.749  3.892  2.260  -0.692
C  -1.312  0.388  -0.287  -0.460
C  3.180  -0.666  1.378  -0.663
C  -3.457  -0.980  -3.593  -0.906
C  -3.633  0.276  1.657  -1.638
C  -2.942  -1.621  -2.307  -0.738
C  2.431  -1.753  2.164  -1.132
C  0.217  -2.436  0.986  -0.061
C  2.347  -1.365  -0.791  -0.685
C  2.395  -2.747  -0.138  -1.388
C  -3.210  0.527  -3.671  -0.696
C  -2.185  -1.098  3.177  -1.516
C  -1.498  -0.690  0.789  -0.567
C  -1.457  -1.342  -2.046  -1.171
H  -3.587  1.011  -2.768  0.287
H  1.415  -1.217  -1.339  -0.105
H  1.732  -3.738  1.647  0.625
H  3.305  0.231  1.989  0.500
H  -1.262  0.130  -4.500  0.362
H  -4.531  -1.168  -3.665  0.411
H  -2.067  -1.556  0.445  1.098
H  -3.781  0.918  -4.517  0.371
H  1.721  -1.296  2.855  0.301
H  -1.654  1.835  -4.393  0.525
H  -4.141  0.710  2.516  0.466
H  -3.521  -1.247  -1.460  0.193
H  4.597  4.342  2.750  0.459
H  -4.189  -0.605  1.340  0.352
H  1.906  -3.470  -0.792  0.522
H  4.181  -1.012  1.088  0.392
H  0.557  -0.441  1.181  -0.007
H  -1.249  1.992  -2.084  0.484
H  -0.885  -1.470  -2.967  0.841
H  0.359  4.108  2.258  0.529
H  -1.166  -1.333  3.477  0.201
H  -3.090  -2.701  -2.363  0.380
H  0.648  2.355  0.517  0.638
H  4.877  2.561  0.994  0.527
H  3.159  -2.303  2.763  0.436
H  -1.663  0.808  2.318  0.173
H  3.430  -3.062  0.000  0.433
H  -1.075  -2.063  -1.322  0.232
H  -2.672  -2.024  2.880  0.347
H  -2.711  -0.689  4.036  0.507
H  0.112  1.082  -2.742  0.018
H  3.178  -1.261  -1.501  0.754
H  -3.641  1.006  0.852  0.322
H  -2.983  -1.460  -4.452  0.320